# 1
Entry from the Open Molecules 2025 dataset: a cluster of 2 separate species, C2H9N2S in total (ωB97M-V/def2-TZVPD).

Computed properties:
- F_max: 1.3 eV/A
- Frontier orbital gap: 10.56 eV
- Energy relative to the best compared isomer or geometry (same formula, charge and spin): 0.133 eV
- Energy: -16029.274 eV
- Net charge: +1

Each line ends with the Löwdin charge.
CARTESIAN COORDINATES (ANGSTROEM)
C: 0.23 1.66 0.30  -0.03
N: 0.05 0.22 0.31  0.00
C: 0.17 -0.50 1.40  -0.14
N: 0.00 -1.79 1.45  0.20
H: -0.72 2.20 0.22  0.10
H: 0.80 1.92 -0.59  0.10
H: 0.68 2.00 1.23  0.10
H: -0.17 -0.31 -0.54  0.03
H: 0.44 0.08 2.28  0.16
H: -0.31 -2.33 0.66  0.14
H: 0.08 -2.27 2.33  0.14
S: -0.27 -0.88 -2.85  0.56
H: 0.43 0.23 -3.15  -0.18
H: -1.41 -0.21 -3.05  -0.17



# 2
Entry from the Open Molecules 2025 dataset: a cluster of 3 separate species, C2H9N2S in total (ωB97M-V/def2-TZVPD).

Computed properties:
- F_max: 4.7 eV/A
- Frontier orbital gap: 9.46 eV
- Energy relative to the best compared isomer or geometry (same formula, charge and spin): 3.089 eV
- Energy: -16026.318 eV
- Net charge: +1

Each line ends with the Löwdin charge.
CARTESIAN COORDINATES (ANGSTROEM)
C: 1.35 1.16 -0.06  -0.02
C: -0.02 1.25 0.09  -0.10
N: -1.16 1.06 -0.09  0.30
N: 2.01 -0.18 -2.44  0.02
S: -2.07 -0.16 2.65  0.58
H: 1.57 0.46 -0.99  0.07
H: 1.81 0.80 0.89  0.14
H: 1.65 2.14 -0.05  0.09
H: -2.20 0.90 -0.13  0.17
H: 1.38 -1.03 -2.23  0.11
H: -2.08 -1.16 3.38  -0.27
H: 2.97 -0.43 -2.42  0.05
H: 1.57 0.56 -2.97  0.06
H: -3.36 -0.12 2.58  -0.21



# 3
Entry from the Open Molecules 2025 dataset: a cluster of 2 separate species, C2H9N2S in total (ωB97M-V/def2-TZVPD).

Computed properties:
- F_max: 3.5 eV/A
- Frontier orbital gap: 9.02 eV
- Energy relative to the best compared isomer or geometry (same formula, charge and spin): 1.527 eV
- Energy: -16027.880 eV
- Net charge: +1

Each line ends with the Löwdin charge.
CARTESIAN COORDINATES (ANGSTROEM)
C: 0.90 -0.47 -0.57  -0.34
C: 0.88 -0.18 2.07  -0.48
N: 0.29 0.99 1.84  0.13
N: -1.67 -0.28 -1.86  -0.02
S: 1.35 -1.26 0.97  1.11
H: -0.14 -0.51 -0.95  0.00
H: 1.46 -0.83 -1.37  0.05
H: 1.05 0.53 -0.56  0.01
H: 1.31 -0.36 3.06  0.11
H: -0.01 1.45 1.01  0.11
H: 0.47 1.68 2.55  0.13
H: -2.29 -1.09 -1.59  0.07
H: -2.16 0.58 -1.69  0.02
H: -1.44 -0.25 -2.92  0.10



# 4
Entry from the Open Molecules 2025 dataset: a cluster of 2 separate species, C2H9N2S2 in total (ωB97M-V/def2-TZVPD).

Computed properties:
- F_max: 3.8 eV/A
- Frontier orbital gap: 9.13 eV
- Energy relative to the best compared isomer or geometry (same formula, charge and spin): 1.690 eV
- Energy: -26863.059 eV
- Net charge: +1

Each line ends with the Löwdin charge.
CARTESIAN COORDINATES (ANGSTROEM)
C: 0.21 0.47 -1.10  -0.24
C: -0.83 -0.41 -0.33  -0.59
N: -0.10 1.80 -1.57  0.02
N: -0.43 -1.38 0.43  0.16
S: -2.52 -0.04 -0.49  0.99
S: 2.32 -0.75 2.15  0.55
H: 1.02 0.42 -0.34  0.10
H: 0.31 -0.25 -1.99  0.18
H: -0.65 2.37 -0.93  0.08
H: -0.54 1.91 -2.48  0.10
H: -0.97 -2.16 0.61  0.12
H: 0.56 -1.26 0.55  0.00
H: 1.88 -0.29 3.40  -0.12
H: -2.94 -0.86 0.39  -0.13
H: 2.66 0.45 1.72  -0.21



> Number 1 is which compound?

C2H9N2S